No. 1
This record from OMol25 describes a single C5H10O molecule. The level of theory is wB97M-V/def2-TZVPD.

```
16
Properties=species:S:1:pos:R:3:lowdin_charge:R:1
C -1.43 -0.19 -0.08 -0.20
C -0.33 -0.96 0.70 -0.12
H -1.44 1.34 -1.48 0.11
H 0.92 0.06 -1.79 0.11
H -0.77 1.87 0.02 0.11
H -1.81 -0.85 -0.87 0.10
C 1.01 -0.26 0.36 -0.39
H -0.29 -2.01 0.37 0.11
H 2.23 0.90 1.35 0.09
H -0.43 -0.98 1.79 0.11
C 0.72 0.63 -0.88 -0.13
C -0.75 1.03 -0.68 -0.21
H 1.41 1.49 -0.88 0.11
H -2.34 0.22 0.38 0.11
O 1.37 0.50 1.51 -0.04
H 1.81 -0.99 0.15 0.14
```

## Properties
DFT total energy, a.u.: -271.736417
SMILES: OC1CCCC1
Lowest unoccupied orbital energy, Eh: 0.0364
Relative energy (zero: lowest compared OMol25 entry of this formula, charge and spin), kcal per mole: 10.2

=====

No. 2
This record from OMol25 describes 2 unconnected molecules or ions with the total composition C5H10O. The level of theory is wB97M-V/def2-TZVPD.

```
16
Properties=species:S:1:pos:R:3:lowdin_charge:R:1
H 1.25 1.72 0.95 0.11
O -2.76 0.24 1.05 -0.09
H -0.37 -0.25 1.65 0.15
H 2.60 -0.62 0.32 0.08
H -2.23 0.20 0.24 -0.02
C 1.91 -0.82 -0.50 -0.03
H -0.91 -1.29 -1.06 0.11
C 0.72 0.04 -0.38 -0.46
C 0.48 1.38 0.26 -0.04
H 2.40 -0.62 -1.45 0.08
C -0.28 0.17 0.64 -0.19
H -2.63 -0.64 1.42 0.04
H -0.05 2.17 -0.26 0.10
C -0.65 -0.25 -0.83 -0.05
H 1.61 -1.88 -0.47 0.09
H -1.07 0.44 -1.59 0.12
```

## Properties
DFT total energy, a.u.: -271.645704
SMILES: C[C@]12C[C@@H]1C2.O
Lowest unoccupied orbital energy, Eh: 0.0331
Relative energy (zero: lowest compared OMol25 entry of this formula, charge and spin), kcal per mole: 67.1

=====

No. 3
This record from OMol25 describes a molecular structure, C5H10O. The level of theory is wB97M-V/def2-TZVPD.

```
16
Properties=species:S:1:pos:R:3:lowdin_charge:R:1
C -1.28 -1.12 -0.12 -0.02
H -0.75 2.30 -0.42 0.09
C 0.82 0.26 0.47 -0.04
H 2.80 -1.24 1.31 0.01
C -0.50 0.17 -0.26 -0.55
H -2.15 1.36 -0.98 0.09
H 2.39 0.19 -1.17 0.12
C -1.36 1.42 -0.23 -0.02
H -0.61 -1.98 -0.21 0.09
O 0.28 0.12 -1.52 -0.03
H -1.77 -1.17 0.86 0.09
C 1.40 0.20 -0.72 -0.14
H 3.48 -1.25 1.62 0.04
H -1.83 1.52 0.76 0.09
H -2.05 -1.18 -0.89 0.09
H 1.12 0.37 1.50 0.09
```

## Properties
DFT total energy, a.u.: -271.654370
Lowest unoccupied orbital energy, Eh: 0.0393
Relative energy (zero: lowest compared OMol25 entry of this formula, charge and spin), kcal per mole: 61.7

=====

No. 4
This record from OMol25 describes a single C5H10O molecule. The level of theory is wB97M-V/def2-TZVPD.

```
16
Properties=species:S:1:pos:R:3:lowdin_charge:R:1
C 0.42 0.41 1.23 -0.19
H 0.65 -2.86 -1.21 0.07
H -1.22 -3.04 -0.84 0.06
C 0.76 -0.87 0.55 -0.18
C -0.27 -2.57 -0.72 -0.05
O -0.24 -1.59 0.13 -0.11
H 0.01 2.49 0.77 0.10
C 0.32 1.58 0.23 -0.26
H -0.34 0.42 -1.49 0.07
H -1.66 1.07 -0.52 0.08
H 1.17 0.65 1.99 0.11
H -0.54 0.28 1.75 0.12
H 1.73 -1.07 0.10 0.13
H -0.74 2.14 -1.60 0.07
H 1.31 1.79 -0.18 0.10
C -0.66 1.29 -0.91 -0.11
```

## Properties
DFT total energy, a.u.: -271.620424
Lowest unoccupied orbital energy (spin up / spin down), Eh: 0.0346 / 0.0329
Relative energy (zero: lowest compared OMol25 entry of this formula, charge and spin), kcal per mole: 83.0

=====

No. 5
This record from OMol25 describes 2 unconnected molecules or ions with the total composition C5H10O. The level of theory is wB97M-V/def2-TZVPD.

```
16
Properties=species:S:1:pos:R:3:lowdin_charge:R:1
H -1.08 1.26 3.18 0.04
H 2.47 0.06 -1.16 0.11
H -1.31 1.01 -1.43 0.09
H -0.64 -0.93 0.87 0.15
C 0.86 0.53 0.31 -0.39
H 2.41 -1.01 0.26 0.12
O 1.00 1.59 0.86 0.07
H -2.35 -0.33 -0.89 0.08
C -1.59 0.39 -0.57 -0.06
C 1.80 -0.41 -0.43 -0.08
H -0.60 1.44 2.65 0.02
C 0.55 -1.14 -0.97 -0.13
H 0.34 -0.91 -2.02 0.11
C -0.37 -0.34 -0.01 -0.30
H 0.53 -2.23 -0.84 0.10
H -2.03 1.04 0.19 0.07
```

## Properties
DFT total energy, a.u.: -271.691389
SMILES: C[C@H]1CCC1=O.[H][H]
Lowest unoccupied orbital energy, Eh: 0.0359
Relative energy (zero: lowest compared OMol25 entry of this formula, charge and spin), kcal per mole: 38.4

=====

No. 6
This record from OMol25 describes a single C5H10O molecule. The level of theory is wB97M-V/def2-TZVPD.

```
16
Properties=species:S:1:pos:R:3:lowdin_charge:R:1
C 0.65 -0.60 -1.33 -0.18
H 1.48 -0.56 -2.00 0.12
C 1.00 1.69 -0.60 -0.08
H -2.01 -1.16 0.63 0.08
H -0.93 1.03 1.13 0.11
H -0.52 -2.02 1.09 0.08
H 0.26 2.49 -0.51 0.08
C -0.30 0.16 0.94 -0.21
H 1.47 1.79 -1.59 0.08
H 0.53 0.23 1.67 0.12
O -0.12 -1.70 -1.54 0.01
H 1.76 1.86 0.17 0.08
C -1.10 -1.11 1.24 -0.11
H -0.82 -1.34 -0.97 0.06
H -1.43 -1.11 2.29 0.08
C 0.36 0.35 -0.43 -0.31
```

## Properties
DFT total energy, a.u.: -271.701226
SMILES: CC/C(C)=C\O
Lowest unoccupied orbital energy, Eh: 0.0345
Relative energy (zero: lowest compared OMol25 entry of this formula, charge and spin), kcal per mole: 32.2

=====

No. 7
This record from OMol25 describes a molecular structure, C5H10O. The level of theory is wB97M-V/def2-TZVPD.

```
16
Properties=species:S:1:pos:R:3:lowdin_charge:R:1
H -0.69 1.83 -0.76 0.12
C -0.38 1.19 0.07 -0.05
H 1.58 2.27 -0.01 0.11
H 1.48 1.08 1.28 0.10
C 0.95 -0.97 -0.53 -0.07
H -1.16 -1.32 1.47 0.09
H -1.00 1.31 0.95 0.10
H 1.59 0.58 -1.79 0.09
H -2.60 -0.74 0.56 0.08
C -1.61 -1.17 0.47 -0.11
O -0.83 -0.30 -0.37 -0.30
H 0.89 -1.39 0.48 0.09
C 1.54 0.23 -0.76 -0.22
H -1.72 -2.17 0.01 0.10
C 1.16 1.28 0.25 -0.20
H 0.80 -1.70 -1.32 0.09
```

## Properties
DFT total energy, a.u.: -271.607234
Lowest unoccupied orbital energy, Eh: 0.0364
Relative energy (zero: lowest compared OMol25 entry of this formula, charge and spin), kcal per mole: 91.2

=====

No. 8
This record from OMol25 describes a single C5H10O molecule. The level of theory is wB97M-V/def2-TZVPD.

```
16
Properties=species:S:1:pos:R:3:lowdin_charge:R:1
C 0.62 0.84 0.80 -0.29
H -1.71 -1.27 -1.28 0.09
H -1.03 -0.40 -2.68 0.07
C 1.61 -0.29 1.14 -0.05
O 0.56 1.11 -0.61 -0.10
C -0.77 0.60 -0.76 -0.40
C -0.88 -0.64 -1.62 -0.04
C -0.89 0.24 0.71 -0.06
H -1.90 0.45 1.09 0.11
H 1.08 -1.12 1.62 0.07
H 2.43 0.00 1.81 0.07
H 2.06 -0.67 0.22 0.08
H 0.04 -1.21 -1.49 0.09
H -1.44 1.41 -1.09 0.14
H -0.76 -0.83 0.87 0.08
H 1.00 1.77 1.28 0.14
```

## Properties
DFT total energy, a.u.: -271.687145
SMILES: C[C@@H]1C[C@H](C)O1
Lowest unoccupied orbital energy, Eh: 0.0432
Relative energy (zero: lowest compared OMol25 entry of this formula, charge and spin), kcal per mole: 41.1